5 unconnected molecules or ions with the total composition C24H51Br2FO11, computed with ωB97M-V with the def2-TZVPD basis set.

## Properties
SMILES: C[C@H](F)[C@H]1OC(=O)O[C@@H]1[C@H](Br)[C@H](C)Br.COCCOC.COCCOC.COCCOC.COCCOC
Lowest unoccupied orbital energy (eV): 0.32
HOMO (eV): -9.17
Charge: 0

```
89
C24H51Br2FO11 ωB97M-V with the def2-TZVPD basis set
C -0.0047 0.5597 0.9446
C 0.0547 -0.9332 1.1445
F 1.1723 -1.4156 0.4696
C -1.1185 -1.7706 0.6588
O -0.8680 -3.1151 1.1284
C -1.9697 -3.6316 1.6931
O -2.0738 -4.7174 2.1388
O -2.9646 -2.7148 1.7343
C -2.4777 -1.4332 1.2990
C -3.5864 -0.8742 0.4042
Br -2.8892 0.4583 -0.8375
C -4.8962 -0.4015 1.1139
C -5.3301 1.0390 0.8850
Br -4.8977 -0.7422 3.0451
H -0.1009 0.8060 -0.1137
H -0.8473 1.0007 1.4829
H 0.9207 0.9950 1.3269
H 0.2011 -1.1830 2.2028
H -1.1634 -1.7967 -0.4333
H -2.3391 -0.8208 2.1966
H -3.8593 -1.6990 -0.2550
H -5.6824 -1.0639 0.7539
H -6.2176 1.2321 1.4907
H -5.6084 1.1930 -0.1607
H -4.5538 1.7488 1.1766
C -2.5457 -3.7105 5.1402
O -2.3869 -3.0066 6.3621
C -2.4770 -1.6016 6.2287
C -3.8406 -1.0590 6.6023
O -4.8520 -1.4780 5.7044
C -5.6179 -2.5720 6.1711
H -2.5446 -4.7728 5.3737
H -3.4788 -3.4495 4.6358
H -1.7092 -3.5040 4.4651
H -2.2344 -1.2992 5.2022
H -1.7306 -1.1583 6.8958
H -3.8056 0.0347 6.5690
H -4.0871 -1.3577 7.6272
H -6.2619 -2.2720 7.0053
H -4.9834 -3.4011 6.4927
H -6.2443 -2.9013 5.3437
C -6.7425 3.9723 -1.3498
O -6.7339 2.6395 -1.8273
C -7.9694 2.2219 -2.3843
C -7.9502 2.2548 -3.8972
O -7.8037 3.5706 -4.3984
C -6.4877 3.8805 -4.8155
H -5.7108 4.2409 -1.1276
H -7.1413 4.6632 -2.0959
H -7.3353 4.0566 -0.4323
H -8.7858 2.8490 -2.0109
H -8.1555 1.1947 -2.0551
H -8.8990 1.8582 -4.2703
H -7.1447 1.6120 -4.2693
H -6.2245 3.3302 -5.7253
H -5.7534 3.6526 -4.0386
H -6.4621 4.9471 -5.0313
C 6.0588 -1.7790 -3.4789
O 5.9517 -1.4119 -2.1169
C 5.4793 -0.0885 -1.9170
C 4.0073 -0.0539 -1.5685
O 3.1931 -0.5134 -2.6327
C 2.7448 -1.8487 -2.4642
H 6.2498 -2.8504 -3.5100
H 5.1400 -1.5606 -4.0284
H 6.8936 -1.2575 -3.9622
H 5.6614 0.5179 -2.8116
H 6.0510 0.3488 -1.0926
H 3.7244 0.9818 -1.3546
H 3.8257 -0.6467 -0.6657
H 2.0149 -1.9051 -1.6532
H 3.5742 -2.5286 -2.2552
H 2.2684 -2.1457 -3.3976
C 10.1041 2.1098 -3.8836
O 11.1795 1.8812 -2.9942
C 11.0201 2.5046 -1.7321
C 10.5305 1.5388 -0.6738
O 9.2290 1.0578 -0.9539
C 9.2069 -0.2415 -1.5179
H 10.2624 1.4700 -4.7503
H 9.1423 1.8644 -3.4260
H 10.0835 3.1539 -4.2152
H 10.3240 3.3474 -1.8092
H 11.9951 2.8983 -1.4300
H 10.4959 2.0582 0.2887
H 11.2343 0.7042 -0.5829
H 9.4724 -0.9993 -0.7726
H 9.8910 -0.3223 -2.3666
H 8.1905 -0.4391 -1.8507
```